Entry A
{"formula": "H26O17S", "method": "wB97M-V/def2-TZVPD", "charge": -2, "orbital_gap_ev": 9.2772, "e_homo_ev": -4.09, "species": ["S", "O", "O", "O", "O", "O", "H", "H", "O", "H", "H", "O", "H", "H", "O", "H", "H", "O", "H", "H", "O", "H", "H", "O", "H", "H", "O", "H", "H", "O", "H", "H", "O", "H", "H", "O", "H", "H", "O", "H", "H", "O", "H", "H"], "xyz": [[0.179, -0.032, -0.096], [-0.001, 1.229, 0.528], [-1.099, -0.607, -0.398], [0.924, 0.149, -1.371], [0.873, -0.856, 0.832], [-2.874, 0.277, -1.798], [-2.357, 0.617, -2.533], [-2.246, -0.133, -1.063], [-3.180, -1.249, 0.635], [-3.793, -0.573, 0.651], [-2.515, -0.732, 0.346], [-0.577, 1.569, -2.951], [-1.124, 2.104, -2.430], [-0.071, 0.953, -2.211], [2.980, 1.013, -2.534], [2.310, 0.643, -1.998], [3.429, 0.245, -2.829], [-1.063, -2.666, -1.382], [-0.123, -2.631, -1.818], [-1.171, -1.771, -0.916], [-2.229, 2.253, 1.505], [-1.407, 1.880, 1.344], [-3.066, 1.805, 1.289], [2.303, 2.324, 1.830], [2.347, 1.819, 2.561], [1.282, 2.000, 1.730], [1.182, -1.345, -2.858], [2.101, -1.300, -2.844], [1.013, -0.700, -2.112], [3.380, -1.200, 0.459], [2.409, -0.987, 0.622], [3.771, -0.440, 0.368], [0.894, -0.190, 3.325], [1.105, -1.043, 3.707], [1.160, -0.410, 2.454], [0.392, -3.526, 1.009], [0.658, -2.591, 1.045], [-0.379, -3.621, 0.338], [0.345, 3.669, -0.501], [0.459, 2.752, -0.132], [-0.495, 3.851, -1.020], [-1.929, -0.837, 3.507], [-2.591, -1.076, 2.775], [-1.206, -0.635, 2.933]]}

***

Entry B
{"formula": "H26O17S", "method": "wB97M-V/def2-TZVPD", "charge": -2, "orbital_gap_ev": 9.0742, "e_homo_ev": -4.22, "species": ["S", "O", "O", "O", "O", "O", "H", "H", "O", "H", "H", "O", "H", "H", "O", "H", "H", "O", "H", "H", "O", "H", "H", "O", "H", "H", "O", "H", "H", "O", "H", "H", "O", "H", "H", "O", "H", "H", "O", "H", "H", "O", "H", "H"], "xyz": [[-0.063, -0.151, -0.321], [-0.428, 0.750, 0.712], [-0.848, -1.397, 0.019], [-0.361, 0.458, -1.602], [1.349, -0.361, -0.196], [-2.445, 1.485, -2.641], [-2.722, 2.090, -2.039], [-1.591, 1.213, -2.256], [-0.348, 2.839, 2.119], [-0.069, 2.419, 2.866], [-0.216, 2.064, 1.622], [1.267, 0.525, 3.401], [1.039, 0.875, 2.548], [1.720, -0.360, 3.002], [-0.980, -3.652, -1.220], [-1.025, -2.832, -0.733], [-1.655, -4.201, -0.756], [3.426, -1.535, -1.814], [2.936, -0.873, -1.232], [4.165, -1.782, -1.052], [-2.127, -0.121, 2.541], [-1.651, -0.951, 2.588], [-1.563, 0.032, 1.775], [-0.260, -2.437, 2.374], [-0.574, -2.074, 1.686], [0.762, -2.303, 2.178], [-3.446, -0.888, -0.021], [-2.570, -1.170, 0.249], [-3.499, -0.039, 0.451], [-2.618, 2.367, 0.012], [-2.054, 1.860, 0.414], [-2.445, 3.078, 0.526], [0.204, -0.106, -4.079], [-0.464, -0.625, -4.327], [0.029, 0.094, -3.199], [2.466, -2.110, 1.550], [2.125, -1.573, 0.947], [3.128, -1.696, 2.139], [0.789, 2.673, -2.176], [1.463, 2.693, -3.007], [0.235, 1.883, -2.254], [3.437, 1.225, -0.323], [2.610, 0.671, -0.439], [2.873, 1.965, -0.044]]}

***

Name the least stable of them. entry A.

***

Entry A
{"formula": "C3H3O4S", "method": "wB97M-V/def2-TZVPD", "charge": -1, "orbital_gap_ev": 7.3402, "e_homo_ev": -3.81, "species": ["C", "C", "C", "O", "O", "O", "O", "S", "H", "H", "H"], "xyz": [[1.354, 1.364, 0.956], [0.097, -1.481, -0.355], [-1.263, -0.741, -0.380], [1.135, -0.847, -0.142], [1.643, 1.405, 2.103], [-0.043, -2.695, -0.557], [-0.565, 1.927, -0.868], [-0.573, 1.071, 0.311], [2.053, 1.746, 0.157], [-2.026, -1.137, 0.134], [-1.811, -0.613, -1.358]]}

***

Entry B
{"formula": "C3H3O4S", "method": "wB97M-V/def2-TZVPD", "smiles": "CC(=O)C([O-])=S(=O)=O", "charge": -1, "orbital_gap_ev": 7.3264, "e_homo_ev": -3.45, "species": ["C", "C", "O", "C", "O", "S", "O", "O", "H", "H", "H"], "xyz": [[0.093, -0.361, 0.094], [-0.952, -1.391, 0.365], [-0.900, -2.242, 1.223], [-2.243, -1.085, -0.285], [-2.749, -1.627, -1.241], [-3.043, 0.723, 0.409], [-3.074, 1.400, -0.913], [-1.868, 1.215, 1.195], [-0.073, 0.485, 0.919], [1.095, -0.782, 0.131], [-0.149, 0.160, -0.979]]}

***

Name the least stable of them. entry A.

***

Entry A
{"formula": "C5H9F2N", "method": "wB97M-V/def2-TZVPD", "smiles": "CC1(C)[C@@H](N)C1(F)F", "charge": 0, "orbital_gap_ev": 9.6364, "e_homo_ev": -8.81, "species": ["C", "C", "C", "C", "N", "C", "F", "F", "H", "H", "H", "H", "H", "H", "H", "H", "H"], "xyz": [[-0.412, 1.260, 1.395], [-0.129, 0.103, 0.471], [1.151, -0.692, 0.681], [-0.350, 0.329, -1.267], [0.566, -0.183, -2.172], [-1.184, -0.588, -0.345], [-2.544, -0.498, -0.160], [-1.004, -1.945, -0.331], [-0.726, 0.866, 2.372], [-1.390, 1.753, 0.901], [0.421, 1.834, 1.597], [1.398, -1.456, -0.090], [1.061, -1.196, 1.702], [1.948, 0.194, 0.593], [-0.783, 1.340, -1.452], [1.464, 0.107, -1.825], [0.513, -1.228, -2.069]]}

***

Entry B
{"formula": "C5H9F2N", "method": "wB97M-V/def2-TZVPD", "smiles": "C[C@H](F)[C@]1(N)C[C@H]1F", "charge": 0, "orbital_gap_ev": 9.6089, "e_homo_ev": -8.69, "species": ["C", "C", "F", "C", "N", "C", "C", "F", "H", "H", "H", "H", "H", "H", "H", "H", "H"], "xyz": [[0.927, 0.898, 1.884], [1.037, 0.686, 0.291], [0.803, 1.883, -0.369], [-0.083, -0.149, 0.055], [-1.236, 0.673, 0.159], [-0.179, -1.546, 0.575], [-0.086, -1.289, -0.954], [-1.195, -1.489, -1.731], [-0.173, 0.925, 2.447], [1.582, 1.838, 2.239], [1.340, -0.145, 2.331], [2.032, 0.318, -0.022], [-0.843, 1.729, -0.103], [-1.964, 0.481, -0.637], [-0.996, -1.988, 1.000], [0.753, -1.757, 1.118], [0.751, -1.254, -1.685]]}

***

Name the least stable of them. entry B.

***

Entry A
{"formula": "C5H13N2S", "method": "wB97M-V/def2-TZVPD", "charge": -1, "orbital_gap_ev": 4.6767, "e_homo_ev": -2.24, "species": ["C", "N", "C", "C", "S", "C", "N", "C", "H", "H", "H", "H", "H", "H", "H", "H", "H", "H", "H", "H", "H"], "xyz": [[1.842, 0.101, -2.276], [0.647, 0.649, -2.225], [-0.543, -0.907, 0.758], [-1.265, -2.191, 0.258], [-2.857, -2.498, 1.067], [-1.144, 0.398, 0.248], [-0.243, 1.531, 0.233], [0.515, 1.847, 1.424], [0.891, -0.231, -1.407], [2.182, -0.522, -3.150], [2.680, 0.634, -1.756], [-0.577, -0.937, 1.873], [0.537, -0.950, 0.528], [-1.334, -2.152, -0.853], [-0.607, -3.075, 0.438], [-1.503, 0.275, -0.774], [-1.945, 0.598, 0.988], [0.402, 1.355, -0.574], [1.384, 1.189, 1.622], [1.057, 2.810, 1.293], [-0.119, 2.076, 2.286]]}

***

Entry B
{"formula": "C5H13N2S", "method": "wB97M-V/def2-TZVPD", "charge": -1, "orbital_gap_ev": 5.6150, "e_homo_ev": -2.34, "species": ["C", "C", "S", "C", "N", "C", "C", "N", "H", "H", "H", "H", "H", "H", "H", "H", "H", "H", "H", "H", "H"], "xyz": [[-1.315, 0.254, 1.074], [-0.583, 1.534, 0.704], [-1.688, 3.057, 0.575], [-2.557, 0.088, 0.203], [0.593, -1.031, -2.079], [0.746, -1.310, -0.853], [1.965, -0.925, -0.007], [2.940, -0.089, -0.683], [-1.712, 0.344, 2.089], [-0.774, -0.696, 1.045], [0.107, 1.930, 1.446], [-0.210, 1.497, -0.332], [-3.189, -0.729, 0.567], [-2.362, -0.050, -0.872], [-3.155, 1.006, 0.193], [0.163, -2.077, -0.306], [0.654, -0.062, -1.507], [1.624, -0.419, 0.900], [2.378, -1.889, 0.297], [2.595, 0.187, -1.595], [3.781, -0.620, -0.858]]}

***

Name the least stable of them. entry A.